Record 1
Below is a cluster of 15 separate species, C48H126O21 in total at a distorted geometry, with properties calculated with ωB97M-V with the def2-TZVPD basis set.

The geometry in XYZ format:
```
195
Properties=species:S:1:pos:R:3
C 3.495 -1.930 -3.297
C 4.760 -1.524 -3.944
O 4.451 -0.757 -5.101
C 5.678 -0.326 -5.672
C 5.447 0.498 -6.931
H 3.653 -2.554 -2.407
H 2.805 -1.126 -3.039
H 2.891 -2.607 -3.942
H 5.313 -0.849 -3.236
H 5.429 -2.386 -4.152
H 6.192 0.309 -4.932
H 6.304 -1.196 -5.869
H 5.041 -0.113 -7.751
H 6.323 0.995 -7.349
H 4.696 1.290 -6.768
C -0.209 0.385 -2.770
C -1.432 0.878 -3.444
O -1.478 0.503 -4.770
C -2.575 0.979 -5.468
C -2.553 0.523 -6.905
H 0.725 0.773 -3.181
H -0.188 0.589 -1.687
H -0.136 -0.717 -2.914
H -2.310 0.489 -2.902
H -1.486 1.989 -3.377
H -3.526 0.611 -5.048
H -2.616 2.073 -5.475
H -2.926 -0.503 -7.007
H -1.522 0.558 -7.306
H -3.202 1.108 -7.545
C 4.629 -1.537 1.597
C 4.817 -2.956 2.086
O 5.993 -3.502 1.523
C 6.273 -4.869 1.896
C 7.617 -5.142 1.201
H 3.702 -1.067 1.898
H 5.476 -0.946 1.925
H 4.640 -1.482 0.500
H 4.934 -2.914 3.184
H 3.935 -3.568 1.833
H 6.396 -4.930 2.993
H 5.486 -5.578 1.580
H 7.488 -5.047 0.124
H 7.982 -6.145 1.430
H 8.374 -4.424 1.488
C 2.751 2.708 0.850
C 2.786 2.052 -0.501
O 3.548 2.810 -1.371
C 3.671 2.174 -2.654
C 4.552 2.990 -3.578
H 2.288 3.694 0.776
H 2.229 2.120 1.614
H 3.760 2.885 1.213
H 3.211 1.044 -0.399
H 1.763 1.912 -0.907
H 4.149 1.191 -2.563
H 2.710 2.020 -3.146
H 4.203 4.025 -3.491
H 4.447 2.675 -4.615
H 5.591 2.982 -3.284
C 1.031 0.580 7.813
C 1.646 0.751 6.422
O 1.304 2.051 5.895
C 1.918 2.381 4.647
C 1.317 3.685 4.254
H 1.368 -0.357 8.248
H 1.220 1.482 8.419
H -0.052 0.509 7.609
H 2.746 0.682 6.481
H 1.325 -0.048 5.749
H 3.012 2.413 4.687
H 1.610 1.599 3.919
H 1.631 4.146 3.319
H 1.515 4.426 5.034
H 0.237 3.726 4.186
C -1.966 -4.311 3.093
C -2.419 -4.122 4.500
O -3.794 -4.566 4.588
C -4.526 -4.199 5.731
C -4.103 -5.011 6.967
H -0.947 -3.933 2.995
H -1.856 -5.343 2.754
H -2.558 -3.827 2.309
H -1.804 -4.674 5.224
H -2.437 -3.069 4.790
H -4.476 -3.108 5.913
H -5.558 -4.473 5.479
H -4.764 -4.852 7.809
H -3.142 -4.655 7.300
H -3.972 -6.048 6.720
C 0.662 4.563 -2.601
C 0.200 5.874 -3.189
O 1.116 6.153 -4.309
C 0.664 7.236 -5.056
C 1.614 7.520 -6.228
H 1.708 4.567 -2.276
H 0.057 4.325 -1.705
H 0.456 3.753 -3.303
H -0.835 5.778 -3.574
H 0.230 6.671 -2.432
H -0.342 7.033 -5.465
H 0.625 8.196 -4.482
H 2.635 7.473 -5.816
H 1.470 8.457 -6.756
H 1.582 6.691 -6.937
C -7.583 5.222 -3.166
C -6.561 4.197 -3.489
O -5.921 3.791 -2.285
C -5.055 2.729 -2.548
C -4.377 2.313 -1.257
H -7.103 6.055 -2.670
H -8.102 5.577 -4.046
H -8.338 4.730 -2.534
H -7.038 3.302 -3.942
H -5.789 4.581 -4.204
H -5.497 1.848 -3.034
H -4.249 3.072 -3.211
H -3.797 1.399 -1.318
H -5.217 2.050 -0.592
H -3.819 3.124 -0.778
C -1.209 1.865 0.812
C -0.523 0.768 1.495
O -0.100 -0.262 0.589
C 0.473 -1.319 1.337
C 1.122 -2.397 0.458
H -2.104 1.533 0.296
H -1.543 2.665 1.480
H -0.610 2.373 0.054
H 0.366 1.197 2.002
H -1.171 0.341 2.285
H 1.228 -0.898 2.034
H -0.313 -1.773 1.963
H 1.856 -1.934 -0.209
H 0.418 -2.788 -0.262
H 1.650 -3.229 0.939
C -0.920 -7.055 -0.587
C 0.137 -8.073 -0.292
O -0.518 -9.293 0.040
O -0.336 -5.799 -0.951
H -1.597 -6.921 0.267
H -1.535 -7.396 -1.440
H 0.673 -7.778 0.611
H 0.840 -8.132 -1.151
H 0.085 -9.841 0.532
H -1.087 -5.227 -1.121
C 3.269 -6.333 -1.006
C 4.720 -5.998 -1.145
O 5.502 -7.142 -0.779
O 2.474 -5.239 -1.426
H 3.025 -6.580 0.050
H 3.037 -7.192 -1.650
H 5.024 -5.189 -0.494
H 5.021 -5.690 -2.149
H 6.393 -6.903 -0.556
H 1.570 -5.542 -1.304
C -4.086 -1.042 3.020
C -3.887 -0.267 1.775
O -5.113 -0.322 0.969
O -5.208 -0.497 3.824
H -3.225 -0.854 3.658
H -4.212 -2.116 2.797
H -3.085 -0.691 1.187
H -3.621 0.771 2.041
H -5.658 0.454 1.121
H -5.977 -0.887 3.411
C -1.822 5.650 1.735
C -1.832 5.925 0.240
O -2.981 6.784 0.002
O -3.036 4.895 2.039
H -1.707 6.499 2.418
H -0.958 4.972 1.924
H -1.952 5.046 -0.369
H -0.999 6.475 -0.186
H -3.738 6.297 0.358
H -3.220 5.074 2.971
C -2.334 -2.616 -1.238
C -3.593 -1.941 -1.742
O -4.699 -2.480 -1.047
O -2.597 -4.043 -1.206
H -2.097 -2.286 -0.209
H -1.429 -2.540 -1.862
H -3.750 -2.204 -2.783
H -3.521 -0.854 -1.670
H -5.006 -1.804 -0.438
H -3.401 -4.143 -0.673
C -2.390 2.542 6.541
C -2.464 1.987 5.122
O -1.373 1.037 4.896
O -1.327 3.536 6.711
H -2.277 1.714 7.254
H -3.309 3.070 6.803
H -2.376 2.797 4.364
H -3.415 1.469 4.973
H -0.514 1.455 5.080
H -0.467 3.072 6.803
```

Summary:
Frontier orbital gap   10.02 eV
Largest force on an atom   2.62 eV/Å
E_HOMO   -0.355 Ha
Charge   0
LUMO level   0.35 eV
Molar mass   1039.5 g/mol


Record 2
Below is a cluster of 2 separate species, C4H10NO2S in total at a distorted geometry, with properties calculated with ωB97M-V with the def2-TZVPD basis set.

The geometry in XYZ format:
```
18
Properties=species:S:1:pos:R:3
C -0.584 1.385 -0.427
N 0.910 0.934 0.004
C 1.502 0.183 -1.000
O 2.661 -0.189 -0.784
C -1.213 0.074 -0.864
C -1.031 -1.174 -0.095
S -1.893 -0.878 1.522
H -0.969 2.002 0.369
H -0.563 2.121 -1.325
H 1.468 1.592 0.399
H 0.810 -0.295 -1.585
H -2.352 0.328 -0.932
H -0.941 -0.379 -1.900
H -1.458 -2.062 -0.392
H 0.027 -1.367 0.141
H 1.638 -0.725 1.638
H 0.489 -0.652 2.622
O 1.499 -0.898 2.610
```

Summary:
Frontier orbital gap   6.35 eV
Largest force on an atom   6.39 eV/Å
E_HOMO   -0.104 Ha
Charge   -1
LUMO level   3.52 eV
Molar mass   136.2 g/mol


Record 3
Below is a structure of composition C40H56N7OPTi, with properties calculated with ωB97M-V with the def2-TZVPD basis set.

The geometry in XYZ format:
```
106
Properties=species:S:1:pos:R:3
Ti 0.644 0.908 0.461
C 2.809 3.121 0.879
N 1.418 2.924 1.308
C 1.254 2.947 2.774
C 0.132 2.049 3.230
C -0.659 2.332 4.331
C -1.664 1.439 4.677
C -1.826 0.278 3.934
C -0.976 0.062 2.863
N -0.036 0.935 2.505
C 0.565 3.938 0.646
C -0.879 3.524 0.585
C -1.911 4.427 0.786
C -3.223 3.978 0.710
C -3.452 2.634 0.454
C -2.362 1.802 0.260
N -1.100 2.232 0.297
C 3.017 2.593 -0.522
C 4.095 3.006 -1.289
C 4.225 2.523 -2.582
C 3.264 1.649 -3.071
C 2.230 1.272 -2.236
N 2.101 1.720 -0.976
H 3.466 2.596 1.577
H 3.090 4.182 0.907
H 1.100 3.969 3.138
H 2.182 2.577 3.219
H -0.499 3.241 4.892
H -2.304 1.645 5.523
H -2.585 -0.448 4.180
H -1.043 -0.836 2.258
H 0.935 4.057 -0.377
H 0.668 4.910 1.146
H -1.683 5.460 1.007
H -4.046 4.661 0.864
H -4.451 2.225 0.411
H -2.496 0.743 0.063
H 4.808 3.707 -0.880
H 5.057 2.832 -3.198
H 3.315 1.254 -4.074
H 1.482 0.559 -2.563
C 1.498 -0.728 5.828
C 1.963 -1.927 5.010
C 3.314 -2.431 5.521
C 2.051 -1.629 3.530
C 1.449 -2.471 2.589
C 1.672 -2.323 1.234
C 2.509 -1.307 0.748
C 3.065 -1.341 -0.649
C 3.009 -0.404 1.678
C 2.808 -0.570 3.048
H 1.498 -0.966 6.891
H 0.492 -0.417 5.554
H 2.167 0.124 5.693
H 1.232 -2.734 5.132
H 4.065 -1.642 5.462
H 3.674 -3.278 4.939
H 3.239 -2.741 6.563
H 0.845 -3.299 2.940
H 1.257 -3.042 0.536
H 3.623 -2.266 -0.801
H 3.755 -0.513 -0.816
H 2.282 -1.290 -1.406
H 3.727 0.339 1.341
H 3.297 0.107 3.737
O -0.262 -0.576 -0.737
P -1.151 -1.014 -1.883
N -0.312 -1.564 -3.178
C -0.677 -1.277 -4.580
C -0.517 -2.615 -5.284
C 0.667 -3.232 -4.553
C 0.412 -2.852 -3.099
N -2.109 -2.217 -1.337
C -2.863 -3.147 -2.178
C -2.748 -4.459 -1.414
C -2.748 -4.032 0.061
C -2.370 -2.537 0.065
N -2.069 0.241 -2.408
C -1.477 1.494 -2.898
C -2.686 2.308 -3.346
C -3.628 1.236 -3.875
C -3.462 0.107 -2.863
H 0.015 -0.541 -5.004
H -1.686 -0.866 -4.650
H -0.353 -2.499 -6.353
H -1.411 -3.229 -5.151
H 1.602 -2.786 -4.900
H 0.748 -4.309 -4.685
H 1.335 -2.757 -2.529
H -0.212 -3.599 -2.598
H -2.453 -3.178 -3.189
H -3.911 -2.831 -2.248
H -1.808 -4.952 -1.668
H -3.554 -5.147 -1.656
H -2.032 -4.616 0.636
H -3.724 -4.180 0.520
H -1.477 -2.335 0.655
H -3.195 -1.929 0.457
H -0.797 1.311 -3.738
H -0.912 1.987 -2.101
H -2.426 3.061 -4.087
H -3.128 2.818 -2.487
H -3.307 0.909 -4.867
H -4.662 1.564 -3.954
H -3.656 -0.876 -3.296
H -4.145 0.240 -2.017
```

Summary:
Frontier orbital gap (alpha / beta)   6.74 / 8.55 eV
Largest force on an atom   0.56 eV/Å
Spin multiplicity   3
E_HOMO (alpha / beta)   -0.424 / -0.497 Ha
Charge   +2
LUMO level (alpha / beta)   -4.81 / -4.99 eV
Molar mass   729.8 g/mol


Record 4
Below is the molecule C6H12O, with properties calculated with ωB97M-V with the def2-TZVPD basis set.

The geometry in XYZ format:
```
19
Properties=species:S:1:pos:R:3
C -2.165 -0.097 -1.011
C -1.276 -0.451 0.167
O -1.862 -1.585 0.783
C 0.162 -0.761 -0.257
C 0.913 0.497 -0.794
C 2.212 0.214 -0.150
C 2.328 0.935 1.144
H -1.796 0.789 -1.537
H -3.184 0.101 -0.665
H -2.199 -0.937 -1.712
H -1.257 0.397 0.872
H -1.352 -1.790 1.577
H 0.168 -1.552 -1.011
H 0.391 1.414 -0.460
H 0.943 0.468 -1.887
H 0.689 -1.181 0.614
H 1.410 1.364 1.585
H 2.968 1.785 0.845
H 2.906 0.390 1.897
```

Summary:
Frontier orbital gap   8.89 eV
Largest force on an atom   0.42 eV/Å
E_HOMO   -0.305 Ha
Charge   0
LUMO level   0.59 eV
Molar mass   100.2 g/mol


Record 5
Below is a structure of composition C44H61BrN6O2Sr at a distorted geometry, with properties calculated with ωB97M-V with the def2-TZVPD basis set.

The geometry in XYZ format:
```
115
Properties=species:S:1:pos:R:3
Sr 0.456 -0.382 0.960
N 3.082 -0.882 0.862
C 2.487 -2.220 0.954
C 1.921 -2.611 2.355
N 0.909 -1.765 3.023
C -0.532 -2.151 2.964
C -1.169 -2.482 1.598
N -1.942 -1.372 1.040
C 1.226 -1.460 4.419
C 2.432 -0.554 4.606
N 2.387 0.537 3.637
H 3.692 -0.828 0.057
H 3.559 -0.617 1.716
H 3.220 -3.015 0.766
H 1.798 -2.300 0.106
H 2.800 -2.624 3.002
H 1.597 -3.653 2.288
H -1.085 -1.305 3.383
H -0.721 -3.008 3.624
H -1.758 -3.396 1.720
H -0.417 -2.771 0.854
H -2.596 -0.966 1.703
H -2.413 -1.719 0.211
H 1.358 -2.386 5.001
H 0.353 -0.950 4.830
H 3.371 -1.100 4.481
H 2.410 -0.221 5.651
H 3.047 1.268 3.870
H 1.463 0.968 3.619
C 3.485 2.717 1.203
C 3.048 2.813 -0.262
C 4.062 3.587 -1.101
C 1.656 3.418 -0.327
C 1.500 4.753 0.033
C 0.250 5.345 0.074
C -0.868 4.593 -0.233
C -0.759 3.258 -0.604
C -1.979 2.473 -1.031
C -2.135 2.607 -2.548
C -3.261 2.892 -0.319
C 0.511 2.678 -0.667
N 0.636 1.303 -1.068
C 1.199 1.119 -2.205
C 1.494 -0.121 -2.890
C 2.369 0.039 -3.982
C 2.603 -0.951 -4.904
C 1.840 -2.117 -4.791
C 0.964 -2.309 -3.754
C 0.815 -1.379 -2.676
N 0.060 -1.632 -1.592
C -0.858 -2.722 -1.721
C -0.503 -4.076 -1.503
C -1.491 -5.058 -1.497
C -2.818 -4.755 -1.725
C -3.162 -3.443 -2.002
C -2.209 -2.432 -2.024
C -2.620 -1.032 -2.446
C -2.535 -0.917 -3.973
C -4.018 -0.646 -1.965
C 0.931 -4.544 -1.309
C 1.401 -5.496 -2.413
C 1.095 -5.252 0.039
H 4.456 2.224 1.301
H 2.745 2.148 1.766
H 3.560 3.709 1.653
H 3.007 1.796 -0.654
H 4.243 4.584 -0.695
H 3.715 3.706 -2.129
H 5.019 3.062 -1.123
H 2.372 5.336 0.304
H 0.148 6.381 0.367
H -1.846 5.054 -0.182
H -1.786 1.424 -0.790
H -2.175 3.664 -2.824
H -3.052 2.135 -2.896
H -1.295 2.154 -3.079
H -3.579 3.895 -0.610
H -3.146 2.877 0.766
H -4.072 2.210 -0.582
H 1.519 2.012 -2.756
H 2.851 1.004 -4.099
H 3.293 -0.809 -5.724
H 1.922 -2.887 -5.551
H 0.360 -3.203 -3.745
H -1.210 -6.091 -1.324
H -3.572 -5.531 -1.714
H -4.194 -3.204 -2.223
H -1.890 -0.345 -2.014
H -3.220 -1.629 -4.442
H -1.528 -1.133 -4.329
H -2.807 0.086 -4.306
H -4.795 -1.234 -2.456
H -4.223 0.399 -2.199
H -4.136 -0.773 -0.886
H 1.569 -3.663 -1.350
H 0.797 -6.406 -2.430
H 2.439 -5.791 -2.237
H 1.351 -5.036 -3.397
H 0.584 -6.217 0.029
H 0.652 -4.678 0.851
H 2.147 -5.445 0.265
Br 0.210 6.547 3.531
C -1.163 5.231 3.544
C -2.440 5.598 3.934
C -3.433 4.628 3.969
C -3.143 3.315 3.631
C -1.860 2.966 3.230
C -0.863 3.933 3.172
C -1.540 1.528 2.872
O -2.393 0.656 3.082
O -0.376 1.334 2.381
H -2.652 6.621 4.211
H -4.435 4.903 4.271
H -3.898 2.542 3.673
H 0.127 3.665 2.830
```

Summary:
Frontier orbital gap   6.87 eV
Largest force on an atom   2.20 eV/Å
E_HOMO   -0.249 Ha
Charge   0
LUMO level   0.08 eV
Molar mass   873.5 g/mol


- What is the charge in the fourth record?
  0